No. 1
25
Properties=species:S:1:pos:R:3 method="wB97M-V/def2-TZVPD" charge=+1 e_above_lowest_kj_mol=131.6 orbital_gap_ev=8.4 e_tot_ev=-27533.1910
N -2.545 -0.045 3.077
C -1.865 0.536 2.126
N -1.628 1.876 2.268
C -1.066 2.549 1.311
C -0.378 2.038 0.160
C -0.780 0.647 -0.346
Cl -2.254 0.790 -1.271
C 0.179 -0.246 -1.009
C -0.172 -0.958 -2.231
C 0.805 -1.663 -2.931
C 2.074 -1.904 -2.313
C 2.400 -1.187 -1.121
C 1.516 -0.356 -0.540
N -1.318 -0.173 1.194
H -2.911 0.505 3.896
H -2.929 -0.900 2.955
H -0.946 3.599 1.393
H -0.666 2.567 -0.666
H 0.659 2.150 0.303
H -1.164 -0.886 -2.662
H 0.565 -2.271 -3.797
H 2.757 -2.506 -2.982
H 3.340 -1.140 -0.609
H 1.883 0.158 0.347
H -1.704 -0.967 0.777

No. 2
17
Properties=species:S:1:pos:R:3 method="wB97M-V/def2-TZVPD" charge=+1 e_above_lowest_kj_mol=38.9 orbital_gap_ev=10.1 e_tot_ev=-8311.3887
C -0.013 -3.308 -1.418
N -0.198 -1.813 -1.435
H -0.073 -1.476 -2.386
H -1.118 -1.538 -1.097
H 0.463 -1.390 -0.780
H -0.056 -3.627 -0.387
H 0.903 -3.600 -1.921
H -0.841 -3.752 -1.954
C 1.163 2.039 1.433
C 0.032 1.372 0.706
O 0.146 0.963 -0.448
N -1.118 1.234 1.408
H 2.041 2.011 0.798
H 1.425 1.534 2.366
H -1.932 0.844 0.964
H -1.335 1.762 2.239
H 0.943 3.078 1.675

No. 3
32
Properties=species:S:1:pos:R:3 method="wB97M-V/def2-TZVPD" e_above_lowest_kj_mol=0.0 orbital_gap_ev=9.1 e_tot_ev=-74458.7770
K -0.844 1.345 0.420
C 0.557 -0.066 3.438
F 0.703 -0.494 4.675
F 0.416 -1.111 2.626
F -0.580 0.659 3.377
S 1.995 0.986 2.998
O 1.789 2.199 3.723
O 3.143 0.195 3.281
N 1.655 1.191 1.410
S 2.993 1.453 0.591
O 3.736 2.566 1.109
O 3.740 0.292 0.226
C 2.191 2.056 -0.963
F 1.276 3.001 -0.757
F 3.101 2.516 -1.808
F 1.575 1.002 -1.549
C -4.362 -0.216 -1.267
O -3.004 -0.349 -0.955
C -2.175 -0.565 -2.073
C -1.166 -1.661 -1.807
O -0.394 -1.287 -0.719
C 0.881 -1.957 -0.623
H -4.574 0.649 -1.914
H -4.923 -0.051 -0.347
H -4.761 -1.114 -1.751
H -1.620 0.362 -2.290
H -2.716 -0.814 -2.993
H -0.558 -1.816 -2.707
H -1.687 -2.607 -1.590
H 1.311 -2.120 -1.612
H 0.765 -2.919 -0.116
H 1.539 -1.327 -0.032

No. 4
44
Properties=species:S:1:pos:R:3 method="wB97M-V/def2-TZVPD" e_above_lowest_kj_mol=330.8 orbital_gap_ev="4.5 / 3.9" e_tot_ev=-28161.9860
C 0.325 3.565 -2.627
C -0.962 3.095 -2.372
C -1.151 1.789 -1.877
C -0.044 0.993 -1.610
C 1.244 1.488 -1.748
C 1.430 2.785 -2.267
C -2.572 1.302 -1.720
C -2.774 -0.199 -1.451
N -1.727 -1.091 -2.039
Be -0.250 -0.729 -1.527
C 2.397 0.590 -1.332
P 2.077 -1.216 -1.543
H -1.840 3.707 -2.597
H 2.446 3.150 -2.416
H 0.466 4.532 -3.112
H 2.630 0.694 -0.252
H 3.315 0.795 -1.905
H -3.065 1.837 -0.881
H -3.152 1.580 -2.619
H -2.786 -0.404 -0.376
C 2.876 -2.049 -0.164
C 2.890 -1.719 -3.063
H -3.729 -0.551 -1.867
C -1.529 -0.859 -3.502
C -2.053 -2.501 -1.690
H -1.698 -0.138 2.301
H -1.807 -1.765 -4.055
H -2.138 -0.013 -3.847
H -0.465 -0.640 -3.712
H -2.319 -3.056 -2.596
H -1.186 -2.964 -1.201
H -2.905 -2.500 -0.998
H 3.964 -1.518 -2.975
H 2.723 -2.791 -3.233
H 2.470 -1.148 -3.899
H 3.933 -2.208 -0.422
H 2.821 -1.433 0.745
H 2.417 -3.025 0.049
H 0.654 -1.798 -1.790
C -0.157 0.935 1.797
O -1.095 -0.106 1.536
H 0.816 0.501 2.074
H -0.487 1.621 2.597
H -0.022 1.510 0.874

No. 5
93
Properties=species:S:1:pos:R:3 method="wB97M-V/def2-TZVPD" e_above_lowest_kj_mol=62.8 orbital_gap_ev=7.1 e_tot_ev=-181933.9127
Cu -0.774 0.155 -0.481
O 1.815 0.003 -1.108
P 2.366 0.792 -0.007
C 1.148 1.270 1.298
P -0.175 2.241 0.495
O -0.494 1.903 -0.924
C 0.447 3.945 0.515
C 0.762 4.543 1.730
C 1.267 5.828 1.754
C 1.445 6.519 0.565
C 1.097 5.941 -0.644
C 0.590 4.652 -0.671
C -1.578 2.236 1.624
C -1.518 1.874 2.965
C -2.662 1.944 3.740
C -3.857 2.373 3.183
C -3.915 2.749 1.850
C -2.773 2.692 1.076
C 3.079 2.367 -0.576
C 3.762 3.234 0.266
C 4.257 4.423 -0.236
C 4.076 4.739 -1.574
C 3.413 3.865 -2.419
C 2.916 2.673 -1.921
C 3.605 -0.114 0.983
C 3.916 0.205 2.299
C 4.803 -0.579 3.011
C 5.396 -1.677 2.410
C 5.096 -1.994 1.096
C 4.196 -1.219 0.385
H 1.619 1.838 2.103
H 0.712 0.334 1.673
H 0.594 3.997 2.649
H 1.519 6.296 2.696
H 1.844 7.523 0.587
H 1.222 6.499 -1.563
H 0.307 4.186 -1.604
H -0.595 1.526 3.406
H -2.625 1.655 4.782
H -4.750 2.403 3.788
H -4.848 3.070 1.410
H -2.797 2.972 0.031
H 3.904 2.968 1.304
H 4.785 5.104 0.415
H 4.460 5.671 -1.957
H 3.282 4.115 -3.461
H 2.392 1.971 -2.555
H 3.463 1.057 2.784
H 5.025 -0.333 4.039
H 6.086 -2.289 2.971
H 5.558 -2.850 0.627
H 3.925 -1.467 -0.630
C -3.816 0.454 -3.864
N -3.844 -0.833 -3.232
C -3.671 -2.059 -3.815
C -3.815 -2.993 -2.844
N -4.067 -2.336 -1.674
C -4.296 -2.905 -0.380
C -4.070 -1.011 -1.913
Se -4.354 0.292 -0.690
H -3.687 0.324 -4.935
H -3.000 1.052 -3.452
H -4.754 0.980 -3.669
H -3.465 -2.186 -4.859
H -3.744 -4.059 -2.906
H -4.124 -3.975 -0.421
H -5.316 -2.698 -0.051
H -3.606 -2.448 0.330
C -1.399 -6.552 1.857
C -1.286 -5.626 2.879
C -1.274 -4.273 2.594
C -1.344 -3.806 1.280
C -1.469 -4.755 0.262
C -1.489 -6.107 0.549
C -1.301 -2.356 1.052
C -0.816 -1.677 -0.006
C -0.168 -2.387 -1.121
C 0.838 -3.338 -0.957
C 1.409 -3.958 -2.051
C 0.994 -3.644 -3.333
C 0.024 -2.672 -3.517
C -0.525 -2.041 -2.425
H -1.418 -7.606 2.084
H -1.195 -5.961 3.902
H -1.206 -3.557 3.404
H -1.547 -4.430 -0.765
H -1.559 -6.824 -0.257
H -1.701 -1.787 1.887
H 1.183 -3.587 0.037
H 2.184 -4.698 -1.907
H 1.438 -4.137 -4.185
H -0.292 -2.403 -4.514
H -1.238 -1.241 -2.558

No. 6
16
Properties=species:S:1:pos:R:3 method="wB97M-V/def2-TZVPD" e_above_lowest_kj_mol=43.2 orbital_gap_ev=12.6 e_tot_ev=-4342.0805
C -1.166 -0.562 -1.046
C -1.506 0.218 -2.321
H -0.184 -1.042 -1.137
H -1.022 0.037 -0.153
H -1.946 -1.252 -0.704
H -0.981 1.166 -2.175
H -1.178 -0.356 -3.180
H -2.567 0.458 -2.360
C 1.269 -0.446 2.110
C 1.420 0.774 1.184
H 0.871 -0.148 3.084
H 0.435 -1.063 1.763
H 2.195 -1.006 2.168
H 1.445 1.748 1.666
H 2.331 0.625 0.605
H 0.584 0.849 0.495

No. 7
12
Properties=species:S:1:pos:R:3 method="wB97M-V/def2-TZVPD" charge=+1 orbital_gap_ev=8.9 e_tot_ev=-9348.3581
O -0.003 -1.071 0.820
Y 0.274 -1.826 -1.329
O -1.263 -1.036 -0.121
C 0.229 0.172 1.454
C 0.636 1.274 0.496
H -0.681 0.446 2.010
H 1.030 -0.023 2.184
H -0.225 1.630 -0.087
H 1.037 2.129 1.057
H 1.416 0.923 -0.198
O -1.003 -1.697 -2.973
H -1.447 -0.920 -3.313

No. 8
57
Properties=species:S:1:pos:R:3 method="wB97M-V/def2-TZVPD" charge=+1 spin_multiplicity=6 e_above_lowest_kj_mol=0.0 orbital_gap_ev="8.6 / 7.9" e_tot_ev=-126577.9464
Ru 0.234 -0.445 0.302
N 2.510 -1.155 -0.007
C 2.667 -2.341 -0.872
C 2.098 -3.579 -0.200
C 0.588 -3.588 -0.003
O -0.028 -4.603 0.211
O -0.022 -2.410 -0.091
H 2.887 -0.331 -0.462
H 3.011 -1.269 0.870
H 3.719 -2.494 -1.123
H 2.130 -2.145 -1.799
H 2.569 -3.726 0.779
H 2.349 -4.470 -0.774
N 0.164 -2.457 3.177
C -1.080 -2.038 2.932
N -2.059 -2.597 3.634
C -3.272 -2.098 3.423
N -4.297 -2.631 4.089
N -3.559 -1.071 2.583
C -2.523 -0.624 1.918
N -1.266 -1.059 2.011
C -2.773 0.471 0.937
C -3.979 1.153 0.926
C -4.168 2.151 -0.013
C -3.156 2.417 -0.922
C -1.988 1.683 -0.846
N -1.787 0.741 0.076
H 0.282 -3.262 3.769
H 0.951 -2.090 2.675
H -4.139 -3.408 4.705
H -5.224 -2.281 3.932
H -4.739 0.882 1.643
H -5.098 2.703 -0.045
H -3.272 3.172 -1.687
H -1.180 1.826 -1.550
C 0.517 3.877 0.169
As 1.722 2.663 -0.688
C 3.367 2.594 0.278
C 2.110 3.374 -2.418
O 1.073 1.119 -0.950
H 1.095 4.712 0.563
H 0.010 3.371 0.983
H -0.197 4.248 -0.564
H 3.743 3.612 0.379
H 4.086 2.007 -0.292
H 3.206 2.157 1.262
H 2.526 4.376 -2.320
H 1.192 3.412 -3.001
H 2.826 2.723 -2.914
O 2.417 0.257 2.755
N 1.351 0.274 2.182
O 0.779 1.371 1.961
Cl 0.189 -3.492 -3.398
C -1.178 -2.530 -2.860
Cl -0.720 -0.823 -2.586
H -1.529 -2.910 -1.907
H -1.943 -2.533 -3.626

No. 9
17
Properties=species:S:1:pos:R:3 method="wB97M-V/def2-TZVPD" e_above_lowest_kj_mol=98.2 orbital_gap_ev=10.6 e_tot_ev=-10915.5583
C -2.178 2.806 -0.930
N -1.902 2.158 0.115
C -0.532 1.690 0.273
C -0.445 0.157 0.290
C 1.010 -0.272 0.314
C 1.295 -1.728 0.033
O 2.384 -2.199 -0.150
O 0.183 -2.500 0.036
H -1.522 2.929 -1.799
H -3.171 3.248 -1.012
H 0.184 2.141 -0.412
H -0.277 2.019 1.278
H -0.941 -0.126 1.223
H -1.084 -0.313 -0.451
H 1.355 -0.216 1.350
H 1.678 0.292 -0.328
H 0.505 -3.417 -0.005

No. 10
10
Properties=species:S:1:pos:R:3 method="wB97M-V/def2-TZVPD" e_above_lowest_kj_mol=115.6 orbital_gap_ev="6.0 / 6.0" e_tot_ev=-57316.6058
C -1.481 -0.849 0.124
C -1.151 0.520 0.246
C 1.588 0.678 0.233
S -3.111 -0.660 -0.535
S -2.555 1.370 -0.464
S -0.580 -2.096 0.753
S 0.198 1.381 0.812
S 1.679 -0.752 -0.702
H 2.498 1.267 0.573
H 2.915 -0.859 -1.040

No. 11
21
Properties=species:S:1:pos:R:3 method="wB97M-V/def2-TZVPD" e_above_lowest_kj_mol=54.0 orbital_gap_ev=10.1 e_tot_ev=-10413.2316
N -3.570 0.882 0.953
C -2.792 0.805 -0.285
C -1.301 0.740 0.008
C -0.596 -0.014 -1.101
N 0.850 -0.020 -0.959
H -4.555 0.973 0.756
H -3.388 0.095 1.557
H -3.150 -0.040 -0.884
H -2.990 1.711 -0.855
H -1.151 0.165 0.914
H -0.921 1.744 0.169
H -0.963 -1.040 -1.190
H -0.908 0.390 -2.075
H 1.238 0.892 -1.148
H 1.335 -0.697 -1.527
O 2.717 -0.414 1.245
H 2.667 -1.190 1.799
H 1.872 -0.272 0.790
O 5.428 -1.634 0.898
H 5.266 -2.240 0.176
H 4.911 -0.837 0.759

No. 12
17
Properties=species:S:1:pos:R:3 method="wB97M-V/def2-TZVPD" e_above_lowest_kj_mol=665.2 orbital_gap_ev=8.1 e_tot_ev=-7414.1408
C 1.450 -1.297 -0.114
C 0.334 -0.443 -0.154
C -1.108 -0.890 0.073
C -1.603 0.459 -0.426
C -0.755 1.549 0.149
C 0.480 0.857 0.544
C -0.318 0.842 -1.102
H 1.308 -2.358 -0.295
H 2.422 -0.904 -0.406
H 1.486 -0.822 1.477
H -1.348 -1.171 1.105
H -1.378 -1.693 -0.618
H -2.589 0.696 -0.811
H -0.993 2.600 0.233
H 1.175 -0.097 1.924
H 1.416 1.407 0.455
H 0.021 1.266 -2.034

No. 13
79
Properties=species:S:1:pos:R:3 method="wB97M-V/def2-TZVPD" charge=-2 e_above_lowest_kj_mol=111.0 orbital_gap_ev=5.3 e_tot_ev=-69210.2048
Na -5.020 -17.270 -0.581
O -7.091 -16.801 0.518
C -8.145 -17.429 0.835
C -9.437 -16.836 0.821
C -10.581 -17.542 1.135
C -10.574 -18.935 1.416
C -9.321 -19.578 1.388
C -8.148 -18.869 1.113
C -6.915 -19.617 0.973
N -5.764 -19.190 0.656
N -4.718 -20.132 0.599
C -3.558 -19.621 0.286
O -3.207 -18.493 -0.143
C -2.485 -20.666 0.462
C -1.142 -20.308 0.328
C -0.117 -21.180 0.575
C -0.433 -22.444 1.027
C -1.770 -22.836 1.150
C -2.795 -21.953 0.772
H -9.553 -15.817 0.610
H -11.520 -16.979 1.193
H -11.454 -19.537 1.631
H -9.206 -20.675 1.545
H -7.076 -20.708 1.170
H -1.036 -19.268 -0.018
H 0.910 -20.958 0.397
H 0.365 -23.189 0.982
H -2.044 -23.912 1.348
H -3.848 -22.194 0.877
C -4.736 -14.473 1.088
C -4.731 -13.796 -0.240
C -4.591 -12.373 -0.402
C -4.482 -11.858 -1.660
C -4.406 -12.713 -2.818
C -4.213 -12.230 -4.142
C -4.172 -13.133 -5.200
C -4.159 -14.490 -4.943
C -4.298 -15.025 -3.685
S -4.147 -16.717 -3.455
C -4.567 -14.069 -2.575
N -4.722 -14.542 -1.322
H -4.908 -13.724 1.885
H -3.794 -14.965 1.230
H -5.542 -15.205 1.131
H -4.592 -11.641 0.394
H -4.401 -10.805 -1.895
H -4.188 -11.109 -4.247
H -4.150 -12.926 -6.288
H -3.996 -15.154 -5.771
C -5.961 -17.548 -6.527
C -7.255 -17.547 -5.674
C -7.494 -16.519 -4.800
C -8.698 -16.471 -4.110
C -9.686 -17.419 -4.322
N -10.960 -17.383 -3.636
C -11.213 -17.727 -2.339
O -12.122 -17.164 -1.737
N -10.505 -18.755 -1.752
C -9.138 -19.159 -2.066
C -8.963 -20.491 -2.404
C -7.683 -20.926 -2.636
C -6.598 -20.027 -2.436
N -6.781 -18.760 -2.123
C -8.036 -18.338 -1.909
C -9.388 -18.523 -5.120
C -8.204 -18.565 -5.817
H -5.863 -16.568 -7.076
H -5.921 -18.343 -7.319
H -5.138 -17.633 -5.872
H -6.790 -15.710 -4.707
H -8.991 -15.625 -3.507
H -11.495 -16.518 -3.844
H -10.624 -18.760 -0.744
H -9.895 -21.055 -2.431
H -7.435 -21.952 -2.856
H -5.555 -20.352 -2.611
H -8.235 -17.302 -1.690
H -10.158 -19.304 -5.161
H -7.993 -19.384 -6.476

No. 14
9
Properties=species:S:1:pos:R:3 method="wB97M-V/def2-TZVPD" e_above_lowest_kj_mol=63.3 orbital_gap_ev=8.8 e_tot_ev=-24844.9849
C -0.620 1.301 -0.002
C 0.651 1.237 0.147
S 1.439 -0.280 -0.148
C 0.037 -1.217 0.287
S -1.460 -0.274 -0.118
H -1.212 2.257 0.285
H 1.275 2.169 0.207
H -0.160 -2.195 -0.287
H 0.028 -1.290 1.450